No. 1
Molecular formula: C5H10N
Method: DFT, the ωB97M-V functional and the def2-TZVPD basis

XYZ file:
```
16
Properties=species:S:1:pos:R:3
N -1.3146 -0.0150 0.7176
C -2.1769 -0.1255 -0.4963
C 1.6628 -0.8831 -0.0955
C -0.1745 0.9342 0.5300
C 2.4176 0.4691 -0.2029
C 0.9687 0.4255 0.1277
H 1.2710 -1.5123 -1.0131
H -2.0276 0.2813 1.5083
H -0.4378 1.9675 0.5521
H 1.7318 -1.5236 0.7302
H 2.7632 0.7791 -1.2743
H -0.8714 -0.8769 0.9457
H -3.0104 -0.8007 -0.2904
H 3.1215 0.6738 0.5861
H -2.3931 0.8533 -1.1041
H -1.5304 -0.6467 -1.2210
```

Results
Net charge: +1
HOMO level (spin up / spin down): -10.066 / -15.021 eV
Gap between HOMO and LUMO (spin up / spin down): 6.56 / 7.83 eV
Spin multiplicity: 3
<S²>: 2.007
F_max: 11.6 eV/A
Lowest unoccupied orbital energy (spin up / spin down): -3.509 / -7.195 eV

Mulliken atomic charge list, values in e, 5 entries: N -0.16; C -0.79; C -0.70; C -0.57; C -0.42

---

No. 2
Molecular formula: Cl2HNO2S
Method: DFT, the ωB97M-V functional and the def2-TZVPD basis

XYZ file:
```
7
Properties=species:S:1:pos:R:3
Cl 0.5254 -3.1003 0.5677
Cl 1.6352 -1.6802 -0.7232
S 3.9129 1.6688 0.1678
O 3.7222 0.3044 -0.2085
O 3.3687 1.8667 1.4995
N 1.1512 -0.2882 -0.2791
H 1.3030 -0.1529 0.7773
```

Results
HOMO level (spin up / spin down): -9.338 / -9.808 eV
Gap between HOMO and LUMO (spin up / spin down): 7.59 / 8.13 eV
F_max: 2.8 eV/A
Lowest unoccupied orbital energy (spin up / spin down): -1.744 / -1.681 eV

Mulliken atomic charge list, values in e, 5 entries: Cl -0.26; Cl 0.32; S 0.70; O -0.32; O -0.38

---

No. 3
Molecular formula: C30H24FeO4P
Method: DFT, the ωB97M-V functional and the def2-TZVPD basis

XYZ file:
```
60
Properties=species:S:1:pos:R:3
Fe -2.2197 0.9557 5.0095
P 0.6254 -0.4836 -1.0448
O -3.6581 0.0996 7.3638
O -1.5319 -1.5607 3.6655
O 0.3079 -0.0138 6.1187
O 2.7038 -0.7776 1.9750
C 2.2962 -0.0598 1.0739
C -1.9365 -0.6207 4.2334
C 2.9125 -3.9025 -1.2474
C 2.3526 -4.5498 -2.3519
C 0.6420 1.7408 2.5269
C 2.4966 0.2191 -2.9959
C 2.3457 -2.7274 -0.7537
C -2.0347 -1.1227 -0.5737
C 3.1592 1.1034 -3.8470
C 1.9226 2.9532 -2.9055
C -1.1530 1.6002 0.8216
C 1.1984 -4.0309 -2.9502
C 0.8164 0.0620 0.7012
C 0.3381 1.4433 1.0505
C -2.9374 -0.0399 -2.9950
C 0.6263 -2.8565 -2.4637
C -0.7129 0.4242 5.7691
C 1.1917 2.0643 -2.1116
C -1.5762 -0.0063 -2.6938
C 2.8948 2.4751 -3.7884
C -0.0045 2.5500 3.3994
C -3.8486 -0.5863 -2.0883
C -3.3945 -1.1376 -0.8846
C 1.5050 0.6908 -2.1151
C -1.1250 -0.5260 -1.4684
C -3.2908 0.5499 6.3568
C 1.2307 -2.1565 -1.3981
C -2.3973 1.9188 3.0575
C -1.3943 2.5734 3.8136
C -2.1925 1.4738 1.6920
H 3.8926 0.7136 -4.5516
H 0.3742 2.4456 -1.4959
H -3.4662 2.0229 3.3314
H -3.1091 1.0257 1.2725
H 2.7399 -0.8449 -3.0125
H 3.4438 3.1639 -4.4313
H -1.6840 -1.5562 0.3658
H 1.7272 4.0238 -2.8377
H 2.9535 0.6316 0.4915
H 0.2591 -0.6992 1.2793
H 3.8018 -4.3117 -0.7653
H -1.6802 3.3375 4.5611
H -0.8571 0.4162 -3.4002
H -4.9148 -0.5824 -2.3178
H 0.7390 -4.5332 -3.8016
H -1.4072 1.6649 -0.2485
H 0.8642 2.1650 0.4110
H 0.6278 3.2144 4.0039
H -4.0985 -1.5768 -0.1786
H 2.7736 -2.2668 0.1350
H 2.8078 -5.4571 -2.7496
H -0.2919 -2.4703 -2.9110
H -3.2771 0.3663 -3.9485
H 1.6237 1.3683 2.8468
```

Results
HOMO level (spin up / spin down): -4.027 / -8.298 eV
Gap between HOMO and LUMO (spin up / spin down): 4.16 / 6.28 eV
Spin multiplicity: 6
<S²>: 8.850
F_max: 6.1 eV/A
Lowest unoccupied orbital energy (spin up / spin down): 0.134 / -2.023 eV

Mulliken atomic charge list, values in e, 5 entries: Fe 0.03; P 2.13; O -0.36; O -0.37; O -0.35

---

No. 4
Molecular formula: C13H27N2O4PPdS3
Method: DFT, the ωB97M-V functional and the def2-TZVPD basis

XYZ file:
```
51
Properties=species:S:1:pos:R:3
Pd -0.1535 0.5585 -0.7416
S 2.1373 0.2030 -0.8494
S -0.4438 -1.6464 -1.3127
S 0.9639 -0.6409 -4.5260
P 0.7907 -0.3150 3.1917
O -4.8763 -1.2062 2.5898
O -2.6937 -0.7458 1.9551
O 0.8360 0.0638 1.7260
O -3.3722 3.1310 -0.4068
N -2.1422 1.1555 -0.6528
N 0.0817 2.4871 0.0003
C -3.7932 -0.9778 2.2750
C -3.2283 0.4983 -0.6764
C 2.3978 -0.1916 3.9755
C -0.7623 -0.6921 -3.9732
C 0.2263 -2.0011 3.4393
C 2.2041 -1.5902 -0.6114
C 2.7150 0.4565 -2.5659
C -0.3187 0.7358 4.1361
C 1.6819 0.7708 -3.6457
C -1.1184 -1.7948 -2.9909
C -2.3061 2.6232 -0.5053
C 1.2387 -2.3371 -1.5080
C -0.9990 3.3622 -0.4804
H 3.2330 -1.9078 -0.7843
H -1.1178 4.2667 0.1150
H 3.4053 1.2968 -2.4767
H 0.1343 -2.2314 4.5009
H 0.9386 -2.6979 2.9955
H -1.3539 -0.8567 -4.8757
H -0.3690 0.4141 5.1767
H -3.1950 -0.5861 -0.7435
H 0.0389 1.7660 4.1111
H 3.1055 -0.8487 3.4697
H -0.7861 -2.7719 -3.3457
H 0.8782 1.4016 -3.2618
H -0.7820 3.6603 -1.5090
H -2.2018 -1.8573 -2.8628
H -1.3175 0.6871 3.7024
H -4.1852 1.0122 -0.6014
H 2.7618 0.8336 3.9074
H 0.9924 2.8986 -0.1812
H 3.3151 -0.4164 -2.8271
H 2.3385 -0.4789 5.0258
H 1.5109 -2.2427 -2.5572
H 1.9675 -1.7072 0.4451
H -0.7434 -2.1266 2.9589
H -1.0419 0.2875 -3.5833
H 1.1774 -3.3909 -1.2361
H 0.0368 2.3378 1.0090
H 2.1937 1.3517 -4.4144
```

Results
Net charge: +2
HOMO level: -14.617 eV
Gap between HOMO and LUMO: 7.62 eV
F_max: 0.3 eV/A
Lowest unoccupied orbital energy: -6.997 eV

Mulliken atomic charge list, values in e, 5 entries: Pd 1.08; S 0.12; S -0.10; S -0.07; P 1.00

---

No. 5
Molecular formula: C28H26N5NaO3S2Se2
Method: DFT, the ωB97M-V functional and the def2-TZVPD basis

XYZ file:
```
67
Properties=species:S:1:pos:R:3
Se -0.8835 -2.9080 -2.2677
Se -1.2502 -3.5916 -0.1082
S -0.8183 2.1090 1.5385
S -0.5256 1.6337 -1.7095
Na 0.5976 -0.2030 0.2133
O 2.0576 1.1213 0.5020
O 1.7623 -0.6214 1.7349
O 2.9461 1.0401 2.4802
N 1.4976 -1.6489 -1.4429
N -2.1230 -0.9701 0.2106
N -1.3625 4.5462 0.6712
N 0.2053 4.1754 -1.5911
N 2.2699 0.5221 1.5941
C 2.8150 -1.4470 -1.4307
C 0.7458 4.1364 -2.9456
C -4.6007 -1.5636 1.3014
C -1.8906 6.2516 -5.5997
C -0.5926 7.9393 3.8207
C -1.4328 4.3623 -4.1828
C -1.4541 7.0938 3.1338
C 0.2387 6.0538 -4.5060
C -1.9478 4.9145 1.9564
C 1.8264 -3.4338 -3.0037
C -4.2204 -0.2473 1.0873
C -2.9785 -0.0020 0.5207
C -1.1828 5.6269 -0.2866
C 0.2771 5.4358 2.9989
C 3.1931 -3.2060 -2.9946
C -2.4964 -2.2190 0.4211
C -2.2906 5.0523 -5.0244
C 0.1769 5.4687 -0.9268
C -1.0293 5.8358 2.7259
C 3.6974 -2.1934 -2.1960
C 1.1392 6.2826 3.6768
C -0.1620 4.8643 -3.9096
C -0.8502 3.3224 0.4175
C -3.7288 -2.5811 0.9506
C -0.3304 3.1056 -0.9779
C 1.0253 -2.6188 -2.2143
C -0.6190 6.7437 -5.3528
C 0.7048 7.5349 4.0916
H -2.1157 3.9954 2.5120
H -3.9892 -3.6242 1.0626
H 2.1511 5.9589 3.8831
H 1.2339 6.4403 -4.3156
H 0.3374 6.2472 -1.6703
H -0.2921 7.6656 -5.8163
H 0.9568 5.5290 -0.1612
H -5.5711 -1.7964 1.7205
H 0.8413 3.0911 -3.2263
H 1.7359 4.5977 -2.9330
H 3.8528 -3.8156 -3.5982
H -1.9577 5.5989 -1.0609
H -4.8780 0.5714 1.3446
H -2.5698 6.8009 -6.2389
H 1.3803 -4.2246 -3.5894
H -1.2484 6.5750 0.2452
H 0.6197 4.4547 2.6892
H 4.7572 -1.9824 -2.1698
H -2.6421 1.0061 0.3116
H -0.9365 8.9150 4.1390
H 3.1638 -0.6322 -0.8063
H -1.7413 3.4235 -3.7386
H 1.3782 8.1919 4.6267
H -3.2735 4.6515 -5.2367
H -2.4674 7.4150 2.9190
H -2.9076 5.4021 1.7668
```

Results
HOMO level: -8.202 eV
Gap between HOMO and LUMO: 7.72 eV
F_max: 3.8 eV/A
Lowest unoccupied orbital energy: -0.487 eV

Mulliken atomic charge list, values in e, 5 entries: Se -0.04; Se -0.04; S -0.19; S -0.18; Na 0.96

---

No. 6
Molecular formula: C4H7N2O2
Method: DFT, the ωB97M-V functional and the def2-TZVPD basis

XYZ file:
```
15
Properties=species:S:1:pos:R:3
O -2.3154 -1.5382 0.1227
O -3.7798 0.0468 0.0928
N -2.6753 -0.4040 0.0780
N 2.7774 -0.8428 0.0341
C 1.4298 -0.1630 0.2383
C -1.6397 0.6308 0.0179
C 0.3178 -0.5707 -0.3108
C -1.5674 1.9275 -0.1236
H 3.3904 -0.2417 -0.3905
H 3.0460 -1.2083 0.9022
H 1.3723 0.5248 0.9719
H 2.5972 -1.7642 -0.4043
H -2.5077 2.5318 0.0176
H 0.0767 -1.3336 -1.0484
H -0.5222 2.4047 -0.1979
```

Results
Net charge: +1
HOMO level: -13.987 eV
Gap between HOMO and LUMO: 9.59 eV
F_max: 5.2 eV/A
Lowest unoccupied orbital energy: -4.401 eV

Mulliken atomic charge list, values in e, 5 entries: O -0.55; O -0.53; N 0.99; N -0.24; C -0.03

---

Molar mass: 84.14; 149.99; 535.34; 508.96; 725.59; 115.11 (Da)
Electronic energy: -6823.0679; -41476.4944; -83356.5489; -70352.4584; -199828.8425; -11321.2231 (eV)